Record 1
ORCA calculation (ωB97M-V with the def2-TZVPD basis set) on a structure of composition C67H56F3INO19PTa.

Output
E_HOMO ... -0.166 hartree
LUMO energy ... -0.0303 Ha
Orbital gap ... 3.706 eV

Structure (ORCA input):
```
! wB97M-V def2-TZVPD RIJCOSX def2/J DEFGRID3
* xyz -1 1
Ta 3.0816 -5.6434 3.9559
I 2.1148 -9.2948 2.2214
P 3.5019 -7.2753 1.9389
F 2.6250 0.1488 3.3956
F 4.6057 -0.8417 2.4012
F 2.4696 -1.2172 1.3875
O 0.0184 6.2985 2.2403
O -7.1515 -0.4921 4.6771
O -2.0771 3.9651 5.0849
O -0.8083 2.2350 -1.5464
O 4.5826 3.3688 -4.0717
O 1.4723 8.9787 6.5960
O -1.4847 -3.0372 -1.4225
O -1.8806 3.1802 -15.7531
O -3.4825 -3.8416 2.7827
O 7.9116 3.9675 -1.3225
O 7.2352 -1.3047 -1.1986
O -1.5097 3.6643 -9.4861
O 1.9064 2.5644 -12.0721
O 5.1905 -7.7138 1.9887
O -0.3309 2.3939 -5.8541
O -9.8245 4.4000 4.8938
O -5.3838 0.3432 -7.9925
O -12.4147 -0.2292 5.2555
O -0.5866 -1.1379 5.0022
N 8.7309 -5.0496 4.0944
C -1.7334 2.7912 5.0658
C -3.4275 1.5147 -7.3986
C 7.9670 -6.0438 4.9016
C -4.4393 1.6569 -9.7055
C 2.9230 -3.7844 2.5886
C 7.3915 -0.0918 -1.2274
C -4.4921 1.1068 -8.3367
C 1.0815 2.7378 -3.9996
C -1.1260 2.1893 3.8625
C -3.4659 2.4928 -10.0800
C 3.1701 3.0249 -5.9262
C 7.7553 2.7546 -1.2936
C 2.3166 2.9842 -3.5523
C 1.1382 8.3615 5.5941
C 0.0038 6.4317 4.5928
C -2.4542 2.3506 -7.7731
C -11.8937 3.2842 5.0530
C 0.8085 -6.0466 3.9835
C 1.4868 8.8455 4.2435
C 3.3013 -7.1838 6.8843
C 6.6646 2.1037 -2.0459
C 8.6509 1.8847 -0.5056
C 1.1204 8.1730 3.1482
C 0.7996 2.6175 -5.4437
C -5.7119 -3.0824 2.7088
C -1.0097 3.0380 -14.9058
C -10.3454 0.8866 5.0962
C -9.6937 2.0500 5.0067
C -2.2240 -0.9544 -2.2394
C -2.0553 0.3711 -2.2698
C -6.6343 -2.2398 3.1836
C -3.9997 -2.0940 4.2763
C -10.4201 3.3348 4.9777
C -2.4013 2.9007 -9.1419
C -1.5377 0.6378 6.2246
C -0.9646 1.0221 -1.5175
C 5.3868 -5.3862 4.0550
C 0.3702 7.1042 5.6882
C 1.0355 2.7066 -12.9194
C 6.2873 -4.2735 3.2265
C 3.4520 3.1452 -4.4822
C 8.4822 0.5592 -0.4752
C -4.3266 -3.0713 3.2193
C -0.7528 0.9061 3.8418
C -4.9221 -1.2513 4.7511
C 7.9127 -4.1268 3.2578
C -6.3074 -1.2624 4.2406
C 1.9350 2.7784 -6.3736
C -0.0691 0.1521 -0.7295
C -1.9109 1.9211 6.2452
C -0.0693 -5.4480 2.7570
C 6.3715 -6.3449 5.0100
C 0.3708 -5.9033 1.2512
C -11.8191 0.8360 5.1715
C 6.4960 0.7782 -2.0155
C -12.5455 2.1208 5.1425
C 3.1644 -1.0507 2.7033
C 3.2423 -7.4975 5.4184
C -0.9303 0.0359 5.0213
C -1.3284 -1.8243 -1.4514
C -0.2845 3.2711 -12.5749
C 3.0657 -2.4424 3.5749
C -0.2377 -1.1734 -0.6991
C -1.2374 3.4248 -13.4994
C 0.3524 6.9158 3.2423
C 0.3103 2.4736 -15.2503
C 1.2632 2.3199 -14.3257
H -0.0816 -4.2626 2.8088
H -1.6619 -0.0136 7.0814
H 0.3580 -5.6090 4.9973
H 4.0134 3.1462 -6.5956
H 2.8957 -4.5402 5.4666
H -12.4112 4.2355 5.0312
H 2.3949 -6.7213 7.4824
H 1.4498 -5.5001 0.9400
H -2.7042 1.0229 -2.8424
H -3.0184 -1.4478 -2.7859
H 0.3435 -7.0708 1.0556
H -13.6262 2.0670 5.1978
H 0.4112 -1.8252 -0.1265
H -5.2269 1.3475 -10.3821
H 2.0238 -2.3804 4.1555
H -0.5603 5.5085 4.6441
H 2.5404 3.0761 -2.4965
H 4.3243 -7.3859 7.4285
H -2.3572 2.3784 7.1198
H 5.7016 0.2847 -2.5620
H -2.9795 -2.0987 4.6409
H 6.0157 2.7555 -2.6185
H 0.1229 6.7619 6.6859
H -0.4349 3.5503 -11.5392
H -9.8279 -0.0647 5.1180
H 8.6498 -6.7619 5.5711
H -3.4806 1.1016 -6.3987
H 5.4187 -8.2495 2.8126
H 2.2368 1.9080 -14.5627
H 0.6608 -7.2265 4.0558
H 3.2708 -8.5860 4.9780
H -0.3064 0.4488 2.9672
H -1.2035 -5.7888 2.9050
H -3.4128 2.9059 -11.0799
H 3.7331 -3.7770 1.7114
H 1.3678 8.5153 2.1505
H 0.2383 2.6165 -3.3303
H 1.8915 -3.6360 2.0391
H -4.6988 -0.5278 5.5256
H -1.6665 2.6600 -7.0965
H 2.0509 9.7688 4.1922
H 9.1311 -0.0926 0.0975
H -5.9353 -3.8059 1.9342
H 9.4453 2.3781 0.0409
H 0.7253 0.6456 -0.1830
H -0.3720 -5.4299 0.4647
H 1.7112 2.6865 -7.4294
H -7.6545 -2.2350 2.8190
H 3.8824 -2.5647 4.4031
H -8.6130 2.1038 4.9514
H -1.0018 2.8407 3.0057
H 5.9722 -7.1832 5.7198
H 8.4637 -3.3207 2.6019
H -2.2111 3.8366 -13.2624
H 5.7227 -3.4874 2.5293
H 0.4607 2.1943 -16.2860
*
```


Record 2
ORCA calculation (ωB97M-V with the def2-TZVPD basis set) on a cluster of 5 separate species, C67H58B3INO13P in total.

Output
E_HOMO ... -0.330 hartree
LUMO energy ... -0.0422 Ha
SMILES string ... CC(C)C[C@H](C)COB1OB(CCCCN)OB(P(O)I)O1.O=C1c2ccccc2C(=O)c2ccccc21.O=C1c2ccccc2C(=O)c2ccccc21.O=C1c2ccccc2C(=O)c2ccccc21.O=C1c2ccccc2C(=O)c2ccccc21
Orbital gap ... 7.821 eV

Structure (ORCA input):
```
! wB97M-V def2-TZVPD RIJCOSX def2/J DEFGRID3
* xyz 0 1
I 3.1999 1.5876 -2.4179
P 5.4040 0.8037 -1.5137
O 1.8142 -0.1455 7.0733
O 6.7125 1.7676 -2.2322
O 6.4583 -1.9072 -1.0755
O 4.8656 -3.7950 -1.5969
O -0.5019 7.7840 2.9803
O 2.8695 -2.9896 -3.1199
O -8.2220 -11.0502 -0.0149
O 0.0865 3.2640 10.8014
O -3.5873 -9.6742 -2.2809
O 0.6164 6.9630 -3.7723
O -3.4233 10.1149 -0.8329
O 2.1402 5.3124 -8.6160
O 5.0545 -1.7205 -3.1709
N 4.2510 1.2375 2.2666
C -0.0699 7.0212 -8.4884
C 2.1290 -0.1685 12.0632
C -0.9051 7.8308 -5.9503
C 0.8846 -7.1531 -3.3429
C 1.4692 1.0024 11.6862
C -6.3245 -13.8535 -2.4821
C 1.4426 0.6498 7.9275
C 1.2840 8.4313 -0.7530
C 1.0592 -7.2159 -1.7143
C 2.1941 5.7802 -5.0470
C -1.3595 9.1711 -0.2284
C -0.3259 3.9803 8.1314
C -5.3095 -9.0844 -0.7975
C -6.9767 -12.9611 -1.6297
C 0.7384 8.2227 0.5147
C -0.4811 4.2879 6.7790
C -6.5845 -7.3184 0.9558
C -4.7179 -7.8537 -0.4842
C -7.1431 -10.7460 -0.5106
C -4.5843 9.8847 1.7009
C -6.5295 -9.4349 -0.2212
C -7.1734 -8.5461 0.6498
C 0.7490 -4.3864 -3.3407
C 3.0745 0.3560 2.7003
C -1.6086 8.2455 -7.0820
C 1.8067 5.7138 -7.5079
C -5.1408 -13.4751 -3.1151
C 0.0057 3.4167 5.8048
C 2.5342 -1.0844 11.0927
C 0.7879 1.9147 7.5384
C 0.5046 8.9925 -1.7643
C -5.1172 9.7061 2.9794
C 2.9583 5.4454 -3.9225
C -5.3544 -6.9754 0.3955
C 2.2976 -0.8227 9.7424
C -2.5386 8.7984 2.3983
C -3.2937 9.4249 1.4080
C 0.5100 2.4967 9.9445
C -0.5880 8.5876 0.7758
C 0.2249 7.0137 -6.0875
C 1.2244 1.2643 10.3328
C -4.3686 9.0613 3.9636
C 3.6622 -1.8505 1.1457
C 2.3570 -4.3657 -3.0280
C 0.3188 2.7958 8.5116
C -3.0806 8.6073 3.6762
C -0.8156 9.3635 -1.5050
C 0.6357 2.2287 6.1815
C -6.4370 -11.6898 -1.3998
C 0.2660 -3.2051 -4.4218
C -5.2406 -11.3205 -2.0134
C -0.1414 -8.4147 -3.7352
C -1.1873 7.8474 -8.3505
C 4.0950 4.6476 -4.0623
C 0.1630 -5.8007 -3.9189
C 3.4422 -1.2652 2.6651
C -2.7438 9.6054 0.0497
C -4.6363 -10.0008 -1.7395
C 5.0201 -2.8170 1.0128
C 4.4639 4.1731 -5.3208
C 0.6349 6.5988 -7.3537
C -1.1622 8.3466 2.1145
C 1.6513 0.3602 9.3609
C 0.9833 6.6098 -4.8871
C -4.5969 -12.2111 -2.8824
C 2.5769 5.3261 -6.3085
C 3.7081 4.5108 -6.4444
B 5.6362 -1.0394 -1.9916
B 4.2574 -2.8739 -2.6214
B 5.4319 -2.8900 -0.5767
H -0.4277 -8.4020 -4.8919
H -0.9784 5.2099 6.4858
H -2.4833 8.8832 -6.9738
H 2.6217 -1.5397 8.9901
H -3.7591 -7.5769 -0.9198
H 1.0101 1.5524 5.4146
H 4.8904 -3.8504 1.5457
H 4.4328 -1.4592 3.2908
H 0.9269 9.1467 -2.7548
H -2.5002 8.1091 4.4511
H -0.9950 -5.8927 -3.7311
H 1.3512 7.7793 1.2978
H -4.8907 -6.0225 0.6415
H -1.2370 8.1496 -4.9636
H 2.3168 8.1539 -0.9516
H 0.2468 -9.4536 -3.3637
H -0.1068 3.6610 4.7507
H -1.4162 9.8060 -2.2978
H -7.0841 -6.6313 1.6354
H 3.0402 -2.0013 11.3871
H 2.1974 -6.9443 -1.4779
H 3.6771 -0.9915 0.3172
H 0.1925 -4.1385 -2.3254
H 5.8837 -2.1955 1.5536
H -0.1538 -2.2647 -3.8362
H 2.7504 -2.5520 0.9157
H 2.4868 -4.8173 -1.9305
H 2.5158 -1.8151 3.1377
H -6.1175 10.0686 3.2061
H 2.8954 -5.0709 -3.8034
H -4.7862 8.9156 4.9575
H -4.6374 -14.1671 -3.7866
H 1.1512 1.7104 12.4498
H 0.3505 -6.5075 -1.1094
H 6.8226 2.5146 -1.5430
H -1.7301 8.1785 -9.2333
H 4.9159 0.5939 1.7426
H 2.8129 0.5855 3.8374
H 2.3247 -0.3665 13.1148
H 0.2505 6.7123 -9.4822
H -5.1766 10.3864 0.9372
H -7.9032 -13.2616 -1.1431
H 1.1283 -2.8511 -5.1288
H 4.0052 4.1413 -7.4243
H 0.3095 -5.8087 -5.1025
H 0.9448 -8.3551 -1.3934
H 1.8961 -7.3376 -3.9306
H 2.0928 0.6053 2.0718
H -6.7418 -14.8433 -2.6536
H -3.6697 -11.9247 -3.3757
H 3.9170 1.9028 1.5198
H -0.7042 4.6676 8.8864
H -1.1584 -8.1484 -3.1699
H 4.6913 4.3948 -3.1884
H -0.6628 -3.6295 -5.0317
H 2.6734 5.8080 -2.9362
H 5.3446 3.5437 -5.4286
H -8.1316 -8.8091 1.0949
*
```


Record 3
ORCA calculation (ωB97M-V with the def2-TZVPD basis set) on a structure of composition C67H59NP3S3SiTi.

Output
E_HOMO ... -0.357 hartree
LUMO energy ... -0.1222 Ha
Orbital gap ... 6.379 eV

Structure (ORCA input):
```
! wB97M-V def2-TZVPD RIJCOSX def2/J DEFGRID3
* xyz 1 1
Ti -1.1731 0.6155 0.0843
S -4.1222 3.4777 2.1083
S -0.1557 4.0478 1.5111
S -3.1769 -0.2147 1.1418
P -2.3182 0.1075 -2.3357
P -0.1995 -1.9164 0.0694
P 3.0654 0.5322 0.7149
Si 0.7351 0.7339 -1.6996
N -0.1838 0.7850 1.7822
C -3.5752 -2.6293 -5.1640
C 2.0457 3.2357 -2.1885
C -1.3151 -3.3581 -0.1610
C 1.3765 0.1301 4.8359
C 0.4054 0.2006 7.0321
C 1.6310 -3.3545 -1.5021
C -2.5211 -3.5306 -5.2030
C 3.0341 -2.3922 -3.1943
C 0.1640 -3.1184 3.9242
C 1.5049 -0.0036 6.2052
C 1.1035 -2.0964 -1.2071
C 6.6030 -2.0355 -0.8235
C 5.2162 -0.0774 -1.0411
C 2.5967 -3.5023 -2.4851
C 4.8856 -1.5810 0.7955
C 2.3654 -3.3169 2.9808
C 1.9004 -2.8055 1.7737
C -0.8366 0.5316 6.4999
C -0.9374 -4.6424 0.2378
C 4.3777 2.6745 4.6165
C -1.7745 -5.7236 0.0125
C 3.0341 1.9951 -0.3888
C 3.2969 3.1141 3.8609
C -1.4418 -3.3601 -4.3479
C -5.0390 -0.1744 -1.9074
C 2.0576 2.0755 -1.3985
C 5.1003 1.5693 4.1924
C 3.6622 1.3266 2.2652
C -2.4811 -1.3933 -3.4046
C 3.9629 3.0246 -0.2229
C -6.3545 0.2455 -1.8050
C 2.9595 4.2620 -2.0061
C -0.9820 0.6736 5.1330
C -4.7979 1.8102 2.3468
C -1.9991 1.5083 -4.7697
C -0.0268 1.1897 -3.3822
C -3.5576 -1.5638 -4.2736
C -2.5159 3.3441 2.9392
C 2.4972 -1.1451 -2.9156
C -4.3715 2.0464 -2.5349
C -0.2969 -2.5929 2.7279
C -6.6831 1.5723 -2.0587
C 6.2481 -0.8826 -1.5073
C -5.6905 2.4710 -2.4186
C 0.1314 0.4787 4.3131
C -4.0345 0.7198 -2.2860
C 3.9330 4.1524 -1.0249
C -1.6022 4.5026 2.5042
C 1.5286 -0.9693 -1.9235
C 4.5223 -0.4124 0.1202
C 1.5008 -3.4776 4.0541
C -1.4079 1.1023 -3.5738
C -0.8524 3.8617 -0.1566
C -3.4140 -4.2620 -0.9544
C 4.7519 0.9044 3.0202
C 0.5687 -2.4386 1.6418
C 0.7464 1.6473 -4.4581
C 2.9363 2.4384 2.7061
C -4.6486 0.8818 1.1421
C -2.5730 -3.1820 -0.7257
C 0.1651 2.0527 -5.6484
C -3.0105 -5.5381 -0.5952
C -1.6473 2.5937 -0.4775
C 5.9191 -2.3824 0.3349
C -1.4259 -2.2993 -3.4557
C -0.0398 0.6241 2.9099
C -1.2166 2.0059 -5.7963
H -3.0693 1.4127 -4.9117
H 4.6567 4.9444 -0.8765
H 0.0106 -4.8080 0.7356
H 3.0008 -4.4834 -2.7016
H 7.4097 -2.6594 -1.1872
H 2.7338 3.9871 4.1692
H -1.6786 2.3328 -6.7191
H -4.3883 -0.8718 -4.2675
H -1.4670 4.7485 -0.3321
H 3.4052 -3.6065 3.0750
H 1.2965 3.3507 -2.9612
H -1.6876 0.6791 7.1509
H 2.9118 5.1450 -2.6320
H -5.9382 3.5063 -2.6160
H -2.1624 5.2578 1.9496
H -4.3623 1.3746 3.2466
H 4.6627 3.1983 5.5203
H -4.4190 -2.7499 -5.8321
H -3.6614 -6.3853 -0.7701
H 0.0185 3.9434 -0.8019
H -0.5181 -3.2465 4.7566
H 2.2167 -0.0382 4.1745
H 6.7785 -0.6019 -2.4093
H -4.3858 -4.1033 -1.4057
H -5.8603 1.9609 2.5439
H 5.3574 0.0680 2.6924
H 6.1897 -3.2792 0.8787
H 5.9582 1.2315 4.7608
H -0.5747 -2.1772 -2.8022
H -2.6818 3.3646 4.0172
H -5.4927 0.1946 1.1161
H 2.4648 -0.2689 6.6276
H 1.2794 -4.2314 -0.9736
H -1.8628 2.6294 -1.5470
H -3.6117 2.7584 -2.8293
H -1.4643 -6.7135 0.3223
H 2.1068 2.8123 2.1125
H 3.7888 -2.5003 -3.9640
H -2.6216 2.6378 0.0372
H 0.7860 2.4091 -6.4612
H -2.0747 2.3873 2.6705
H -4.6713 1.4654 0.2250
H 2.5790 -2.6980 0.9366
H 4.7176 2.9453 0.5506
H 2.8403 -0.2873 -3.4854
H -0.6095 -4.0526 -4.3687
H -1.1841 4.9988 3.3790
H -1.9410 0.9164 4.6920
H 4.9590 0.8218 -1.5872
H -1.3500 -2.3460 2.6154
H 1.8648 -3.8880 4.9880
H -2.5399 -4.3586 -5.9008
H -2.9121 -2.1855 -0.9570
H 4.3515 -1.8696 1.6955
H -4.7936 -1.2092 -1.6980
H -7.1243 -0.4611 -1.5207
H 1.8250 1.7044 -4.3600
H 0.5162 0.0982 8.1043
H -7.7114 1.9022 -1.9796
*
```